[1]
Below is C39H49BGeN6RhS3 as an isolated structure in a non-equilibrium geometry, with properties calculated with ωB97M-V/def2-TZVPD.

Computed properties:
molecular weight: 884.39 g/mol
HOMO-LUMO gap (alpha / beta): 5.421 / 5.855 eV
charge: +2
lowest unoccupied orbital energy (alpha / beta): -8.026 / -7.637 eV
E_HOMO (alpha / beta): -13.45 / -13.49 eV
E: -5250.562499 Ha
multiplicity: 2

Atoms and positions in Å:
1 Rh 0.087 -0.163 0.356
2 C 4.185 4.080 -1.313
3 C 3.722 2.679 -0.919
4 C 4.871 1.693 -1.142
5 C 3.276 2.700 0.547
6 N 2.597 2.272 -1.786
7 C 2.060 3.024 -2.791
8 C 1.098 2.279 -3.392
9 N 1.030 1.068 -2.768
10 B 0.012 -0.001 -3.248
11 N 0.431 -1.413 -2.774
12 C 1.452 -2.074 -3.393
13 C 1.642 -3.261 -2.763
14 N 0.733 -3.339 -1.747
15 C 0.007 -2.197 -1.763
16 S -1.278 -1.815 -0.689
17 C 0.570 -4.477 -0.824
18 C 0.893 -4.014 0.601
19 C 1.534 -5.595 -1.216
20 C -0.861 -5.003 -0.957
21 N -1.421 0.329 -2.769
22 C -2.509 -0.189 -3.410
23 C -3.624 0.248 -2.776
24 N -3.230 1.049 -1.739
25 C -1.881 1.068 -1.737
26 S -0.866 1.836 -0.594
27 C -4.232 1.700 -0.871
28 C -3.616 2.629 0.168
29 C -4.998 0.587 -0.149
30 C -5.140 2.532 -1.785
31 C 1.951 1.082 -1.782
32 S 2.239 -0.188 -0.667
33 H 5.000 4.370 -0.657
34 H 4.559 4.097 -2.334
35 H 3.392 4.816 -1.194
36 H 5.740 2.019 -0.579
37 H 4.609 0.691 -0.814
38 H 5.141 1.661 -2.195
39 H 4.149 2.798 1.187
40 H 2.622 3.548 0.743
41 H 2.757 1.783 0.824
42 H 2.388 4.016 -3.023
43 H 0.460 2.526 -4.216
44 H 0.016 0.003 -4.431
45 H 1.959 -1.660 -4.238
46 H 2.340 -4.041 -2.981
47 H 1.926 -3.675 0.672
48 H 0.239 -3.199 0.915
49 H 0.759 -4.842 1.292
50 H 2.573 -5.290 -1.116
51 H 1.373 -6.436 -0.548
52 H 1.343 -5.942 -2.229
53 H -1.597 -4.270 -0.637
54 H -1.067 -5.276 -1.990
55 H -0.979 -5.889 -0.343
56 H -2.416 -0.832 -4.259
57 H -4.653 0.053 -2.993
58 H -3.014 2.086 0.896
59 H -3.018 3.411 -0.292
60 H -4.428 3.109 0.707
61 H -4.311 -0.021 0.440
62 H -5.723 1.026 0.529
63 H -5.531 -0.059 -0.840
64 H -4.550 3.257 -2.342
65 H -5.696 1.922 -2.491
66 H -5.858 3.076 -1.180
67 C 0.435 4.500 4.418
68 C 0.314 3.444 5.309
69 C 0.203 2.146 4.837
70 C 0.184 1.912 3.470
71 C 0.317 2.968 2.579
72 C 0.436 4.262 3.052
73 Ge -0.094 0.057 2.739
74 C -1.825 -0.727 3.389
75 C -2.786 0.084 3.973
76 C -4.079 -0.392 4.125
77 C -4.399 -1.678 3.719
78 C -3.426 -2.504 3.177
79 C -2.138 -2.027 3.014
80 C 1.349 -1.042 3.654
81 C 1.098 -2.158 4.424
82 C 2.164 -2.960 4.806
83 C 3.454 -2.626 4.433
84 C 3.694 -1.489 3.680
85 C 2.637 -0.683 3.296
86 H 0.534 5.509 4.788
87 H 0.311 3.628 6.373
88 H 0.121 1.319 5.529
89 H 0.307 2.776 1.512
90 H 0.532 5.080 2.353
91 H -2.529 1.083 4.296
92 H -4.830 0.245 4.568
93 H -5.406 -2.047 3.842
94 H -3.664 -3.515 2.884
95 H -1.373 -2.666 2.587
96 H 0.092 -2.408 4.727
97 H 1.974 -3.836 5.408
98 H 4.282 -3.243 4.749
99 H 4.698 -1.211 3.399
100 H 2.813 0.214 2.716

Atom charges from the Mulliken analysis, given in e for atoms 1 to 5: number 1, Rh, carries 2.592; number 2, C, carries -2.260; number 3, C, carries 1.052; number 4, C, carries -1.568; number 5, C, carries -1.071

---

[2]
Below is C39H49CaCl2INO2 as an isolated structure in a non-equilibrium geometry, with properties calculated with ωB97M-V/def2-TZVPD.

Computed properties:
molecular weight: 801.71 g/mol
HOMO-LUMO gap (alpha / beta): 5.141 / 5.078 eV
charge: -1
lowest unoccupied orbital energy (alpha / beta): 1.041 / 0.979 eV
E_HOMO (alpha / beta): -4.10 / -4.10 eV
E: -3616.380510 Ha
ΔE to the lowest compared entry with this formula, charge and spin: 0.00 kJ/mol

Atoms and positions in Å:
1 Ca 14.191 12.917 9.445
2 C 17.657 11.364 16.938
3 C 16.547 12.234 16.358
4 C 15.300 11.713 17.073
5 C 16.950 13.771 16.640
6 C 16.365 11.966 14.890
7 C 15.139 12.120 14.310
8 C 14.976 12.128 12.859
9 N 13.886 12.700 12.232
10 C 12.675 12.932 12.779
11 C 12.030 12.240 13.901
12 C 10.728 12.505 14.263
13 C 10.080 13.636 13.584
14 C 10.490 14.215 12.453
15 C 11.740 13.613 11.830
16 O 12.086 13.790 10.628
17 C 9.662 15.240 11.572
18 C 9.273 14.515 10.314
19 C 8.441 15.853 12.245
20 C 10.572 16.454 11.229
21 C 9.820 11.605 15.215
22 C 9.446 12.120 16.579
23 C 8.505 11.231 14.516
24 C 10.552 10.275 15.338
25 C 16.115 11.874 12.032
26 O 16.033 12.241 10.807
27 C 17.357 11.423 12.656
28 C 17.460 11.612 14.002
29 C 18.542 10.850 11.872
30 C 18.055 10.127 10.631
31 C 19.479 9.878 12.657
32 C 19.369 11.983 11.398
33 H 17.699 11.336 18.004
34 H 18.644 11.716 16.614
35 H 17.502 10.251 16.644
36 H 15.349 11.789 18.188
37 H 15.193 10.682 16.747
38 H 14.368 12.300 16.905
39 H 18.046 13.662 16.662
40 H 16.586 14.086 17.626
41 H 16.658 14.515 15.854
42 H 14.373 12.589 14.880
43 H 12.540 11.415 14.386
44 H 9.138 13.952 13.964
45 H 8.651 13.674 10.493
46 H 10.124 14.224 9.737
47 H 8.685 15.238 9.722
48 H 7.605 15.183 12.416
49 H 8.014 16.713 11.705
50 H 8.845 16.233 13.223
51 H 11.565 16.226 10.864
52 H 10.675 17.085 12.124
53 H 9.988 16.990 10.554
54 H 8.794 12.986 16.625
55 H 10.294 12.319 17.271
56 H 8.832 11.326 17.009
57 H 7.762 12.063 14.507
58 H 8.008 10.427 15.001
59 H 8.680 10.953 13.503
60 H 11.407 10.358 16.008
61 H 10.902 9.864 14.405
62 H 9.886 9.631 15.952
63 H 18.402 11.394 14.468
64 H 17.576 9.159 10.763
65 H 19.012 9.891 10.187
66 H 17.379 10.720 10.023
67 H 18.902 8.939 12.894
68 H 20.020 10.383 13.568
69 H 20.358 9.692 12.110
70 H 18.855 12.708 10.796
71 H 20.238 11.631 10.888
72 H 19.788 12.463 12.327
73 I 15.541 10.846 7.410
74 C 14.785 9.038 8.061
75 C 15.273 7.788 7.671
76 C 14.729 6.582 8.202
77 C 13.558 6.694 8.914
78 C 13.040 7.948 9.279
79 C 11.962 7.960 10.221
80 C 11.647 9.137 10.852
81 C 12.386 10.332 10.489
82 C 13.377 10.398 9.539
83 C 13.743 9.155 8.960
84 H 16.169 7.740 7.074
85 H 15.124 5.535 8.027
86 H 12.988 5.771 9.202
87 H 11.505 7.023 10.442
88 H 10.852 9.142 11.572
89 H 12.133 11.252 10.983
90 H 14.654 14.444 7.771
91 Cl 8.152 4.231 10.071
92 C 7.659 5.759 10.830
93 Cl 8.509 6.009 12.394
94 H 6.608 5.680 11.038
95 H 7.851 6.578 10.170

Atom charges from the Mulliken analysis, given in e for atoms 1 to 5: number 1, Ca, carries 0.993; number 2, C, carries -1.940; number 3, C, carries 1.901; number 4, C, carries -1.807; number 5, C, carries -1.547

---

[3]
Below is a 9-piece molecular cluster, C39H49F7O6 overall in a non-equilibrium geometry, with properties calculated with ωB97M-V/def2-TZVPD.

Computed properties:
molecular weight: 746.80 g/mol
HOMO-LUMO gap: 4.581 eV
charge: -2
lowest unoccupied orbital energy: 3.885 eV
E_HOMO: -0.70 eV
E: -2665.788555 Ha

Atoms and positions in Å:
1 C -28.040 35.927 5.293
2 O -26.700 36.124 5.660
3 O -28.028 34.923 4.336
4 C -29.002 35.944 6.529
5 F -28.507 35.322 7.615
6 F -29.293 37.195 6.981
7 F -30.226 35.401 6.299
8 C -26.192 37.404 6.026
9 C -24.750 37.328 6.302
10 H -24.260 36.865 5.446
11 H -24.166 38.247 6.289
12 H -24.534 36.704 7.170
13 H -26.713 37.808 6.894
14 H -26.224 38.098 5.186
15 H -28.273 36.840 4.744
16 C -20.153 33.872 5.049
17 C -21.144 34.763 5.823
18 O -22.426 34.994 5.314
19 H -20.531 32.901 4.729
20 H -19.289 33.766 5.706
21 H -19.824 34.414 4.162
22 H -20.555 35.675 5.920
23 H -21.222 34.309 6.811
24 F -19.747 39.304 11.723
25 C -20.173 38.712 10.605
26 C -21.435 39.076 10.188
27 C -21.999 38.464 9.084
28 C -21.229 37.586 8.331
29 C -19.894 37.333 8.692
30 C -19.336 37.887 9.850
31 H -21.912 39.748 10.886
32 H -23.025 38.660 8.811
33 H -21.747 37.086 7.525
34 H -19.388 36.652 8.023
35 H -18.292 37.769 10.098
36 F -18.525 36.635 -0.960
37 C -19.510 36.909 -0.059
38 C -19.420 36.442 1.234
39 C -20.428 36.708 2.195
40 C -21.555 37.407 1.849
41 C -21.699 37.948 0.542
42 C -20.661 37.692 -0.398
43 H -18.655 35.753 1.559
44 H -20.446 36.249 3.173
45 H -22.409 37.441 2.509
46 H -22.563 38.473 0.161
47 H -20.813 38.002 -1.422
48 F -18.509 40.700 6.384
49 C -19.808 40.586 5.992
50 C -20.371 39.427 5.444
51 C -21.688 39.484 4.958
52 C -22.455 40.667 5.039
53 C -21.847 41.805 5.540
54 C -20.521 41.761 6.012
55 H -19.765 38.535 5.503
56 H -22.176 38.540 4.769
57 H -23.495 40.674 4.746
58 H -22.450 42.669 5.775
59 H -20.077 42.614 6.503
60 F -15.197 33.894 7.491
61 C -15.850 35.066 7.269
62 C -16.866 35.080 6.349
63 C -17.314 36.321 5.968
64 C -16.923 37.434 6.686
65 C -16.171 37.340 7.848
66 C -15.599 36.115 8.154
67 H -17.093 34.205 5.759
68 H -18.005 36.457 5.149
69 H -17.387 38.379 6.444
70 H -15.940 38.263 8.359
71 H -14.943 35.908 8.986
72 C -23.257 34.123 9.489
73 C -24.620 34.249 8.927
74 O -24.844 34.103 7.739
75 C -25.828 34.522 9.782
76 H -23.306 33.652 10.471
77 H -22.843 35.131 9.492
78 H -22.569 33.550 8.868
79 H -26.488 33.682 10.002
80 H -26.436 35.207 9.191
81 H -25.500 34.955 10.727
82 C -22.374 34.032 -0.103
83 C -22.365 33.671 1.389
84 O -23.183 34.178 2.219
85 C -21.383 32.708 1.874
86 H -21.386 34.175 -0.540
87 H -22.896 34.943 -0.397
88 H -22.863 33.212 -0.630
89 H -20.396 33.170 1.913
90 H -21.179 31.904 1.168
91 H -21.642 32.385 2.883
92 C -23.508 29.979 7.915
93 C -23.287 30.882 6.789
94 O -24.115 31.733 6.446
95 C -22.023 30.847 5.933
96 H -22.625 29.879 8.547
97 H -23.818 29.011 7.521
98 H -24.401 30.323 8.438
99 H -22.059 31.464 5.035
100 H -21.740 29.857 5.577
101 H -21.189 31.241 6.515

Atom charges from the Mulliken analysis, given in e for atoms 1 to 5: number 1, C, carries -0.411; number 2, O, carries 0.213; number 3, O, carries -0.951; number 4, C, carries 0.795; number 5, F, carries -0.239

---

[4]
Below is C39H49N6O6SbSi3V as an isolated structure in a non-equilibrium geometry, with properties calculated with ωB97M-V/def2-TZVPD.

Computed properties:
molecular weight: 954.82 g/mol
HOMO-LUMO gap (alpha / beta): 5.209 / 5.277 eV
lowest unoccupied orbital energy (alpha / beta): -0.679 / -0.667 eV
E_HOMO (alpha / beta): -5.89 / -5.94 eV
E: -4348.388543 Ha
ΔE to the lowest compared entry with this formula, charge and spin: 398.89 kJ/mol
multiplicity: 4

Atoms and positions in Å:
1 V -0.074 0.398 -0.001
2 C -1.626 3.419 2.528
3 C -1.277 1.945 2.301
4 N -1.192 1.624 0.896
5 C -2.185 2.112 0.165
6 C -3.120 3.114 0.609
7 C -2.860 3.751 1.796
8 C -4.224 3.396 -0.247
9 C -4.380 2.722 -1.426
10 C -3.490 1.716 -1.840
11 C -2.372 1.432 -1.073
12 N -1.480 0.409 -1.168
13 C -1.605 -0.598 -2.087
14 C -1.769 -0.438 -3.453
15 C -1.851 -1.551 -4.294
16 C -1.795 -2.830 -3.802
17 C -1.663 -3.045 -2.416
18 C -1.646 -4.320 -1.815
19 C -1.536 -4.416 -0.453
20 C -1.450 -3.243 0.310
21 N -1.446 -2.040 -0.210
22 C -1.548 -1.922 -1.551
23 H -1.766 3.590 3.596
24 H -0.307 1.728 2.764
25 H -3.478 4.566 2.142
26 H -4.931 4.155 0.054
27 H -5.226 2.943 -2.060
28 H -3.699 1.167 -2.743
29 H -1.776 0.561 -3.862
30 H -1.954 -1.399 -5.358
31 H -1.853 -3.684 -4.461
32 H -1.724 -5.206 -2.431
33 H -1.534 -5.373 0.045
34 H -1.391 -3.307 1.389
35 O 0.843 -2.506 2.621
36 C 0.838 -1.619 1.568
37 O 0.287 -0.460 1.777
38 C 1.453 -2.012 0.393
39 C 2.251 -3.195 0.338
40 C 2.897 -3.517 -0.812
41 C 2.761 -2.665 -1.928
42 C 1.963 -1.533 -1.809
43 N 1.283 -1.210 -0.710
44 C 1.815 -0.576 -2.940
45 O 2.744 -0.637 -3.916
46 O 0.940 0.247 -3.006
47 H 0.274 -2.123 3.305
48 H 2.336 -3.791 1.231
49 H 3.515 -4.401 -0.883
50 H 3.251 -2.935 -2.853
51 H 3.395 -1.335 -3.754
52 C 4.669 2.178 -0.334
53 N 3.355 2.298 -0.919
54 C 3.108 3.089 -2.000
55 C 1.868 3.206 -2.497
56 C 0.748 2.591 -1.800
57 O -0.416 2.838 -2.071
58 N 1.070 1.762 -0.750
59 C 2.322 1.551 -0.367
60 O 2.608 0.729 0.517
61 H 5.423 2.452 -1.068
62 H 4.815 1.149 -0.006
63 H 4.761 2.826 0.542
64 H 3.965 3.603 -2.414
65 H 1.659 3.783 -3.379
66 C -0.196 2.253 5.853
67 Si 1.070 0.835 5.523
68 C 2.769 1.534 6.045
69 C 0.670 -0.497 6.856
70 Sb 2.091 0.341 3.120
71 Si -0.256 4.667 1.908
72 C 1.484 3.975 2.279
73 C -0.489 6.245 2.967
74 C -0.514 5.171 0.094
75 Si -2.662 0.762 3.022
76 C -3.895 1.706 4.149
77 C -3.640 -0.117 1.643
78 C -1.936 -0.638 4.115
79 H -0.093 2.604 6.876
80 H -1.221 1.924 5.718
81 H -0.029 3.100 5.195
82 H 2.796 1.827 7.087
83 H 3.038 2.398 5.447
84 H 3.546 0.791 5.893
85 H 0.736 -0.042 7.839
86 H 1.384 -1.313 6.823
87 H -0.326 -0.916 6.759
88 H 1.607 3.711 3.327
89 H 2.243 4.714 2.042
90 H 1.683 3.090 1.680
91 H -0.318 6.063 4.022
92 H -1.488 6.653 2.861
93 H 0.206 7.016 2.655
94 H -0.744 4.319 -0.540
95 H 0.365 5.663 -0.314
96 H -1.347 5.864 0.004
97 H -4.328 2.569 3.658
98 H -3.447 2.039 5.079
99 H -4.709 1.038 4.408
100 H -4.280 0.562 1.089
101 H -4.268 -0.905 2.052
102 H -2.943 -0.569 0.936
103 H -1.015 -0.342 4.607
104 H -1.735 -1.518 3.514
105 H -2.646 -0.928 4.883

Atom charges from the Mulliken analysis, given in e for atoms 1 to 5: number 1, V, carries -0.029; number 2, C, carries 0.916; number 3, C, carries -0.141; number 4, N, carries 1.517; number 5, C, carries -0.674

---

Question: Number 1 is which compound?
Answer: C39H49BGeN6RhS3

---

Question: What is the formula in the third record?
Answer: C39H49F7O6